Below is C4H6I2 as an isolated structure, with properties calculated with ωB97M-V/def2-TZVPD.

Structure (ORCA input):
```
! wB97M-V def2-TZVPD RIJCOSX def2/J DEFGRID3
* xyz 0 1
C 0.6974 -0.6500 -2.5305
C 0.8229 0.0640 -0.6303
C -0.4590 -0.4679 1.6154
C -0.2857 -0.3012 0.0756
I 2.2431 1.4598 -0.0982
I -1.5548 2.0233 0.0962
H 1.6002 -0.6366 -3.0686
H 0.2247 -1.5925 -2.5295
H -1.4370 -0.6720 1.9870
H 0.2431 -1.2983 2.1232
H -0.2151 0.4931 2.1972
H -0.9570 -1.0585 -0.4554
*
```

energy relative to the best compared isomer or geometry (same formula, charge and spin) = 455.5 kJ/mol
calculated total energy = -751.1772 Eh

natural (NBO) atomic charge list, values in e, 5 entries: atom 1 (C): -0.1684, atom 2 (C): -0.2072, atom 3 (C): -0.6702, atom 4 (C): -0.3292, atom 5 (I): 0.2624